1.
The following is a quantum chemistry calculation of one molecule with the formula C3H3ClO2 at a distorted geometry, from the OMol25 dataset.

Calculated values
HOMO-LUMO gap, eV: 10.41
ΔE to the lowest compared entry with this formula, charge and spin, kcal per mole: 18.4
LUMO energy, eV: 0.1
Strongest force on any atom, eV/Å: 2.83

```
9
Properties=species:S:1:pos:R:3:forces:R:3:nbo_charge:R:1
C 0.730 -0.301 -0.828 0.6127 1.5381 1.3014 -0.734
C -0.019 0.755 0.050 1.4805 -1.2898 -1.4072 0.503
O 0.368 1.893 0.031 -1.3466 -0.3719 0.8846 -0.477
C -1.087 -0.035 0.797 0.3713 1.3166 0.9118 0.458
O -2.080 -0.490 0.381 -0.9094 -0.2834 -0.7537 -0.459
Cl -0.504 -0.411 2.410 0.2233 -0.0769 0.5342 -0.044
H 1.611 0.444 -1.070 -1.3845 -2.4122 -0.5401 0.263
H -0.022 -0.646 -1.568 0.9610 0.3971 -0.1790 0.251
H 1.003 -1.210 -0.204 -0.0083 1.1824 -0.7520 0.240
```
Forces are in eV/Å.


2.
The following is a quantum chemistry calculation of C9H11CoF6N7PS as an isolated structure, from the OMol25 dataset.

Calculated values
Net charge: +2
HOMO-LUMO gap, eV: 7.86
ΔE to the lowest compared entry with this formula, charge and spin, kcal per mole: 0.0
LUMO energy, eV: -8.8
Strongest force on any atom, eV/Å: 0.34

```
36
Properties=species:S:1:pos:R:3:forces:R:3:nbo_charge:R:1
Co 0.205 0.517 -0.396 0.1557 0.1203 0.2795 1.157
N 3.866 -0.748 -1.417 -0.0422 -0.0328 -0.0094 -0.290
C 2.568 -1.016 -1.496 0.0200 -0.0173 0.0062 0.253
N 1.936 -0.081 -0.801 0.0040 0.0134 -0.0614 -0.482
C 2.925 0.738 -0.328 0.0115 -0.0318 -0.0334 0.290
N 4.115 0.356 -0.687 0.0058 0.0574 0.0349 -0.160
C 2.466 1.890 0.433 0.0415 0.0241 0.0180 0.114
C 3.227 2.882 1.025 -0.0257 -0.0394 -0.0284 0.069
N 2.648 3.889 1.667 0.0185 0.0580 0.0321 -0.279
C 1.327 3.926 1.724 0.0103 -0.0290 -0.0188 0.048
C 0.535 2.938 1.142 -0.0461 0.0125 0.0119 0.044
N 1.121 1.930 0.504 -0.0146 -0.0167 -0.0405 -0.381
H 4.635 -1.255 -1.837 -0.0008 0.0016 0.0041 0.464
H 2.132 -1.841 -2.035 0.0000 -0.0029 -0.0058 0.264
H 4.309 2.858 0.974 0.0030 0.0002 0.0000 0.254
H 0.867 4.756 2.245 -0.0003 0.0013 0.0015 0.250
H -0.546 2.956 1.187 0.0031 -0.0044 0.0004 0.251
F -0.859 -0.633 -1.493 -0.0900 0.0035 -0.0224 -0.551
P -1.818 0.761 -2.086 0.0555 -0.0790 0.0390 2.619
F -3.092 -0.015 -1.651 -0.0388 0.0059 -0.0281 -0.534
F -0.276 1.423 -2.170 -0.0076 0.0558 -0.0858 -0.546
F -1.728 0.206 -3.514 -0.0007 0.0273 -0.0194 -0.514
F -1.600 1.216 -0.376 -0.0316 -0.0602 -0.0331 -0.558
F -2.491 2.110 -2.367 0.0224 0.0138 -0.0180 -0.512
S 0.098 -0.572 1.514 -0.0314 -0.0918 -0.1515 0.021
C -1.236 -1.661 1.154 -0.0796 0.0534 0.0846 0.361
N -1.098 -2.969 1.073 0.0135 -0.0138 0.0543 -0.525
C -2.403 -3.645 0.938 -0.0054 0.0098 -0.0050 -0.235
C -3.363 -2.452 0.727 0.0092 -0.0027 0.0005 -0.234
N -2.491 -1.299 1.012 0.0440 -0.0274 -0.0209 -0.519
H -0.236 -3.439 1.298 0.0230 -0.0088 -0.0366 0.446
H -2.623 -4.209 1.843 -0.0030 0.0182 0.0091 0.239
H -2.390 -4.321 0.088 0.0000 -0.0154 0.0175 0.243
H -4.204 -2.466 1.415 -0.0107 0.0029 -0.0140 0.249
H -3.735 -2.392 -0.295 0.0077 0.0089 -0.0002 0.235
H -2.788 -0.337 0.986 -0.0201 -0.0151 0.0390 0.450
```
Forces are in eV/Å.


3.
The following is a quantum chemistry calculation of C38H41IMoN5O2 as an isolated structure at a distorted geometry, from the OMol25 dataset.

Calculated values
Spin multiplicity: 3
Net charge: +3
HOMO-LUMO gap (spin up / spin down), eV: 6.37 / 6.28
ΔE to the lowest compared entry with this formula, charge and spin, kcal per mole: 0.0
LUMO energy (spin up / spin down), eV: -10.1 / -10.2
Strongest force on any atom, eV/Å: 1.10

```
88
Properties=species:S:1:pos:R:3:forces:R:3:mulliken_charge:R:1
Mo -0.313 -0.182 0.251 0.5801 -0.2142 -0.9069 -0.798
C -1.535 -2.288 2.825 -0.0023 -0.0411 -0.0318 -1.763
C -0.269 -2.402 2.007 -0.0234 0.0964 -0.0735 2.181
C 0.960 -2.439 2.660 0.0679 0.0252 -0.0795 -0.519
C 2.136 -2.791 1.993 -0.0917 -0.0848 0.0010 -0.015
C 3.419 -2.953 2.754 -0.0080 -0.0278 0.0099 -1.415
C 2.080 -3.075 0.628 -0.0687 0.0155 0.0003 -0.169
C 0.878 -3.065 -0.074 0.0257 0.0719 0.0172 0.212
C 0.800 -3.675 -1.442 0.0008 -0.0453 0.0670 -1.871
C -0.293 -2.658 0.607 -0.0505 0.0125 0.3285 -0.901
H -1.961 -1.285 2.833 0.0192 0.0116 0.0351 0.204
H -1.333 -2.554 3.861 0.0058 -0.0254 -0.0034 0.541
H -2.295 -2.975 2.452 -0.0133 0.0202 -0.0101 0.313
H 0.989 -2.285 3.734 0.0024 -0.0024 0.0016 0.550
H 3.452 -3.950 3.199 0.0101 -0.0030 -0.0024 0.429
H 3.499 -2.241 3.576 -0.0033 -0.0173 0.0071 0.375
H 4.292 -2.859 2.109 0.0140 -0.0016 -0.0078 0.353
H 2.979 -3.407 0.118 0.0034 -0.0161 0.0191 0.560
H 0.778 -4.760 -1.316 -0.0179 -0.0154 -0.0218 0.439
H 1.670 -3.436 -2.050 -0.0154 -0.0220 0.0348 0.386
H -0.103 -3.393 -1.981 0.0305 -0.0207 0.0128 0.273
H -1.246 -2.868 0.134 0.0058 0.0212 -0.0136 0.736
C 3.258 0.874 2.845 -0.0573 0.0216 -0.0280 -0.634
O 2.129 1.798 3.044 0.0213 -0.0387 -0.0004 -0.470
C 1.201 1.397 2.221 0.0335 0.0182 0.0100 0.220
N 1.497 0.505 1.333 -0.1082 -0.0181 -0.1094 1.425
C 2.979 0.252 1.471 0.0217 -0.0582 -0.0152 1.695
C 3.798 0.817 0.334 -0.0392 0.0583 -0.0094 -1.683
C 4.288 2.126 0.361 -0.0291 -0.0502 0.0342 0.753
C 5.123 2.577 -0.648 0.0205 0.0011 -0.0554 -1.497
C 5.457 1.737 -1.706 -0.0004 0.0319 0.0090 -0.300
C 4.948 0.448 -1.758 -0.0281 -0.0227 0.0230 -0.971
C 4.129 -0.012 -0.734 -0.0261 0.0056 -0.0427 0.616
C -0.181 1.872 2.414 -0.0019 -0.0184 -0.0117 -0.428
C -0.589 2.812 3.339 0.0005 0.0070 -0.0028 -0.604
C -1.957 3.017 3.513 0.0020 -0.0156 -0.0087 -0.985
C -2.867 2.238 2.808 -0.0033 0.0160 0.0084 -0.794
C -2.369 1.321 1.901 0.0086 -0.0249 -0.0208 -0.646
N -1.062 1.178 1.680 -0.0128 -0.1363 0.4202 1.496
C -3.129 0.306 1.159 0.0193 -0.0173 -0.0124 0.107
N -2.518 -0.505 0.360 -0.0054 0.1596 0.0143 1.851
C -3.568 -1.478 -0.135 0.0005 0.0013 0.0072 -0.239
C -4.810 -1.065 0.691 0.0231 0.0066 0.0036 -0.712
O -4.399 0.165 1.382 -0.0038 -0.0160 0.0266 -0.415
C -3.800 -1.450 -1.623 0.0013 0.0089 0.0161 -0.031
C -3.509 -2.576 -2.385 0.0123 0.0035 -0.0162 -0.154
C -3.712 -2.561 -3.759 0.0083 -0.0143 0.0084 -0.946
C -4.209 -1.421 -4.372 -0.0070 0.0150 0.0019 -0.602
C -4.530 -0.303 -3.610 0.0024 -0.0091 -0.0135 -1.048
C -4.334 -0.321 -2.238 -0.0021 -0.0181 0.0012 -0.007
H 3.203 0.156 3.662 0.0213 0.0019 -0.0069 0.255
H 4.178 1.444 2.905 -0.0041 0.0129 0.0177 0.404
H 3.124 -0.824 1.495 0.0176 0.1453 0.0219 -1.335
H 4.046 2.794 1.181 0.0167 0.0015 -0.0045 0.418
H 5.527 3.580 -0.605 0.0011 -0.0018 0.0079 0.437
H 6.125 2.087 -2.482 -0.0015 0.0009 -0.0023 0.467
H 5.215 -0.209 -2.574 0.0083 -0.0017 -0.0041 0.505
H 3.764 -1.034 -0.756 0.0149 0.0107 0.0124 0.456
H 0.145 3.350 3.924 -0.0035 0.0032 0.0046 0.688
H -2.308 3.751 4.226 -0.0016 0.0005 -0.0002 0.541
H -3.935 2.322 2.963 0.0001 0.0050 0.0037 0.708
H -3.247 -2.477 0.157 -0.0142 -0.0160 -0.0030 0.618
H -5.079 -1.780 1.463 -0.0112 -0.0011 -0.0077 0.314
H -5.674 -0.826 0.079 0.0003 0.0089 -0.0012 0.385
H -3.140 -3.477 -1.904 -0.0015 -0.0043 -0.0010 0.497
H -3.498 -3.444 -4.346 -0.0002 -0.0012 0.0000 0.479
H -4.376 -1.410 -5.441 0.0007 -0.0029 -0.0008 0.460
H -4.955 0.571 -4.086 0.0014 0.0021 0.0043 0.472
H -4.630 0.542 -1.649 0.0009 0.0076 -0.0057 0.381
C 2.325 3.825 -2.659 0.0014 -0.0048 -0.0010 -1.072
C 1.149 3.218 -1.984 0.0129 -0.0240 -0.0197 0.836
C -0.195 3.545 -2.062 -0.0047 -0.0141 -0.0069 -1.745
C -0.871 2.609 -1.296 0.0368 0.0363 0.0244 0.542
N 0.009 1.738 -0.747 -0.3010 0.0993 -0.0230 1.507
N 1.231 2.146 -1.189 0.0563 0.0939 0.1245 -0.079
C -2.344 2.580 -1.075 -0.0085 0.0116 -0.0310 -1.175
H 2.252 4.910 -2.644 -0.0044 0.0000 0.0058 0.431
H 2.343 3.507 -3.703 0.0120 0.0123 -0.0024 0.291
H 3.258 3.522 -2.191 0.0122 -0.0069 0.0139 0.050
H -0.629 4.365 -2.609 -0.0010 -0.0065 -0.0118 0.593
H 2.080 1.666 -0.911 -0.0184 -0.0563 -0.0489 -0.229
H -2.834 3.139 -1.870 0.0046 0.0034 0.0038 0.502
H -2.613 3.066 -0.134 0.0097 0.0092 -0.0015 0.267
H -2.745 1.571 -1.088 0.0054 -0.0133 -0.0146 -0.056
I 0.845 -0.583 -3.062 0.1874 0.1152 0.3546 0.134
C -0.816 -0.614 -1.779 -0.3535 -0.0637 0.0922 -0.832
H -1.232 -1.617 -1.812 -0.0217 0.0201 -0.0328 0.057
H -1.550 0.086 -2.162 0.0072 -0.0171 -0.0816 0.735
```
Forces are in eV/Å.